No. 1
32
Properties=species:S:1:pos:R:3 method="wB97M-V/def2-TZVPD" homo_energy_ev=-13.0 gap_ev=8.76 charge=+1 energy_ev=-30786.1330 molar_mass_da=238.304
S 0.298 1.998 -1.077
F 1.769 1.696 2.626
O -2.617 0.939 -1.258
O 0.348 -1.045 -0.374
O -1.681 -1.954 0.234
N 2.442 0.716 -1.501
C -0.349 -2.208 0.073
C 1.365 1.623 0.351
C -0.220 0.504 2.094
C 2.231 0.439 -0.062
C 1.683 -0.992 0.037
C 0.716 1.629 1.728
C -2.365 -1.482 -0.936
C 1.489 1.370 -2.078
C -3.158 -0.226 -0.629
H -3.197 -0.085 0.450
H -2.415 1.579 -0.579
H 0.305 -0.425 2.292
H 3.158 0.416 0.503
H -0.176 -3.011 -0.654
H 1.851 -1.403 1.032
H -3.067 -2.262 -1.229
H -0.933 0.325 1.291
H -4.183 -0.357 -0.968
H 2.294 -1.588 -0.654
H 2.058 2.470 0.386
H 0.163 2.569 1.804
H -0.781 0.789 2.978
H -1.675 -1.330 -1.761
H 0.030 -2.535 1.042
H 3.206 0.306 -2.018
H 1.414 1.538 -3.142

---

No. 2
120
Properties=species:S:1:pos:R:3 method="wB97M-V/def2-TZVPD" homo_energy_ev=-12.5 gap_ev=2.52 de_lowest_kj_mol=545.62 charge=+2 energy_ev=-96211.3964 molar_mass_da=970.836
Y 8.093 7.864 37.605
S 6.148 4.746 38.352
F 5.893 4.045 35.859
F 4.736 2.888 37.291
F 4.067 4.864 36.659
O 6.081 -0.123 40.376
O 7.771 7.571 39.879
O 8.984 5.981 34.025
O 10.142 3.190 35.316
O -0.629 5.993 39.361
O 6.846 5.974 37.892
O 6.009 -1.656 32.081
O 2.860 5.235 43.718
O 7.108 3.731 38.724
O 11.391 1.451 34.677
O 7.677 6.897 35.524
O 5.167 5.020 39.366
O 7.493 7.865 42.047
O 11.255 0.954 42.908
O 9.445 0.292 41.762
O 0.239 2.332 35.270
O 3.074 3.597 42.215
O 5.296 -0.430 33.770
C 6.440 -1.446 35.535
C 6.217 -2.431 34.406
C 9.019 5.528 32.650
C 10.283 1.209 42.267
C 4.055 0.092 39.173
C -0.606 4.591 39.560
C 9.517 1.077 36.176
C 8.501 0.866 40.857
C 4.840 3.813 43.772
C 10.472 1.876 35.299
C 1.599 2.656 35.540
C 5.436 -0.322 35.206
C 8.364 2.056 36.383
C 0.661 6.542 39.624
C 5.096 4.105 36.945
C 3.487 4.323 43.276
C 0.803 4.180 39.207
C 5.876 -1.536 33.263
C 0.142 1.326 34.261
C 1.524 0.698 34.168
C 7.897 6.357 32.005
C 9.010 3.419 36.170
C 2.279 1.277 35.359
C 7.959 5.684 41.439
C 9.880 2.604 41.836
C 4.070 2.595 41.915
C 7.720 7.095 41.027
C 7.407 7.084 43.276
C 1.628 5.333 39.790
C 4.079 -1.246 39.880
C 5.260 -1.167 40.875
C 6.930 6.544 33.153
C 8.093 5.750 42.952
C 7.836 6.486 34.363
C 5.355 3.191 42.478
C 8.559 2.380 41.115
C 5.561 0.547 39.256
H 7.676 2.686 41.680
H 1.558 -0.391 34.239
H 0.691 7.134 40.537
H 10.011 0.762 37.093
H -0.115 1.837 33.331
H 8.740 0.625 39.819
H 7.597 4.941 43.484
H 6.192 -1.946 36.472
H 5.648 0.705 35.492
H 7.955 1.897 37.378
H 0.969 7.144 38.769
H 4.867 -0.850 41.844
H 9.353 3.870 37.104
H 9.871 3.342 42.631
H 7.123 5.045 41.122
H 4.443 -0.567 35.592
H 5.658 1.631 39.305
H -1.283 4.139 38.829
H 3.737 1.625 42.290
H 6.052 0.164 38.350
H 7.986 7.645 44.005
H 6.323 7.449 33.133
H 1.051 3.195 39.609
H 4.113 2.471 40.833
H 7.456 -1.060 35.592
H 8.360 7.237 31.558
H 3.364 0.801 39.634
H 10.689 2.870 41.148
H 5.681 3.978 41.796
H 2.018 3.428 34.887
H 9.140 5.758 43.251
H 7.570 1.939 35.646
H 4.630 3.054 44.528
H 3.755 0.040 38.125
H 3.351 1.404 35.202
H -0.619 0.583 34.488
H 6.372 6.972 43.587
H 6.228 5.708 33.243
H 2.114 0.690 36.263
H 0.936 4.164 38.125
H 8.559 2.917 40.164
H -0.972 4.293 40.547
H 8.300 4.075 35.675
H 2.613 5.437 39.335
H 1.793 5.153 40.851
H 4.382 -1.989 39.137
H 3.161 -1.535 40.383
H 2.046 0.932 33.238
H 1.715 2.968 36.577
H 9.224 0.195 35.612
H 7.503 0.477 41.056
H 5.500 4.573 44.177
H 10.023 5.752 32.298
H 6.110 2.414 42.603
H 5.782 -2.118 40.926
H 8.902 4.446 32.574
H 7.009 -3.148 34.190
H 8.772 5.224 40.873
H 7.320 5.907 31.196
H 5.400 -3.133 34.602

---

No. 3
12
Properties=species:S:1:pos:R:3 method="wB97M-V/def2-TZVPD" homo_energy_ev=-10.2 gap_ev=10.96 de_lowest_kj_mol=166.29 charge=0 energy_ev=-23537.8534 molar_mass_da=142.126
S 0.141 -1.007 0.065
F -0.513 1.472 -1.094
F -2.264 0.004 1.599
O -0.361 -2.069 -0.733
O 0.459 -1.100 1.454
C -1.952 0.926 0.650
C -0.873 0.698 -0.139
C 1.803 -0.302 -0.616
H 1.709 0.020 -1.710
H 2.577 -0.972 -0.267
H 1.907 0.591 0.084
H -2.634 1.740 0.708

---

No. 4
45
Properties=species:S:1:pos:R:3 method="wB97M-V/def2-TZVPD" homo_energy_ev=-9.4 gap_ev=9.26 de_lowest_kj_mol=143.07 charge=0 energy_ev=-50689.5810 smiles="Cc1cccc(C(=O)Nc2nnc(S(=O)(=O)N3CCCCCC3)s2)c1" molar_mass_da=380.495
S -0.166 -1.350 0.168
S 2.896 -1.482 0.148
O 2.936 -2.326 -1.007
O -2.683 -1.696 0.217
O 2.874 -2.090 1.443
N 0.045 1.170 -0.321
N -2.180 0.461 -0.172
N 4.131 -0.411 0.067
N 1.290 0.713 -0.239
C 4.294 0.188 -1.245
C 5.089 2.702 0.607
C -6.764 -0.909 -0.472
C 4.014 1.816 1.236
C -5.415 -1.199 -0.386
C 1.365 -0.549 0.009
C -7.214 0.375 -0.218
C 4.417 0.341 1.270
C -3.080 -0.566 0.017
C -4.972 1.093 0.207
C -0.837 0.238 -0.136
C -4.508 -0.194 -0.059
C -6.325 1.387 0.133
C 5.511 1.104 -1.354
C -6.834 2.764 0.428
C 5.220 2.535 -0.904
H -6.018 3.450 0.639
H -7.403 3.147 -0.418
H -7.467 -1.685 -0.733
H 3.394 0.752 -1.520
H 3.884 -0.185 2.064
H 5.489 0.258 1.482
H 3.070 1.924 0.701
H -5.043 -2.194 -0.574
H 6.341 0.685 -0.786
H -4.287 1.874 0.510
H -8.269 0.599 -0.282
H 6.028 3.184 -1.252
H -7.499 2.741 1.291
H 4.389 -0.656 -1.931
H 4.298 2.872 -1.383
H 4.851 3.747 0.817
H 6.049 2.482 1.080
H -2.481 1.399 -0.395
H 3.858 2.143 2.266
H 5.808 1.130 -2.404

---

No. 5
24
Properties=species:S:1:pos:R:3 method="wB97M-V/def2-TZVPD" homo_energy_ev=-7.0 gap_ev=6.76 de_lowest_kj_mol=1114.02 charge=0 energy_ev=-14440.0058 molar_mass_da=164.212
N -1.591 -5.120 3.554
N -0.248 -1.997 1.211
N 1.100 1.727 -1.262
N -3.654 2.885 -2.250
C -0.377 -3.757 1.696
C 3.100 3.230 -0.332
C 0.308 -0.143 -0.493
C 1.952 2.399 -0.885
C -0.007 -1.150 0.493
C -1.031 -4.526 2.735
C -1.925 1.221 -1.205
C -2.870 2.132 -1.785
H 0.834 0.743 -0.137
H 0.638 -4.077 1.457
H 0.905 -0.717 -1.202
H -0.557 -2.718 1.972
H 3.171 2.863 0.692
H -0.823 -3.658 0.707
H 3.057 4.319 -0.322
H -0.691 0.200 -0.764
H -1.083 1.881 -0.994
H 4.007 2.964 -0.875
H -1.853 0.298 -1.780
H -2.363 0.998 -0.232

---

No. 6
25
Properties=species:S:1:pos:R:3 method="wB97M-V/def2-TZVPD" homo_energy_ev=-10.5 gap_ev=10.86 de_lowest_kj_mol=0.00 charge=0 energy_ev=-14644.6689 smiles="CC(C)C=O.O.O.O.O" molar_mass_da=144.167
O 0.583 2.151 2.731
O 0.303 -2.301 1.111
O 3.198 -0.685 0.858
O -0.676 -0.244 2.971
O -1.587 0.809 0.611
C -0.937 0.591 -1.695
C -1.538 -0.861 -1.942
C 0.386 0.854 -2.426
C -0.714 0.632 -0.218
H 0.033 2.557 2.043
H 1.383 2.060 2.171
H -1.022 -1.592 -1.298
H -2.553 -0.855 -1.569
H -1.589 -1.268 -2.960
H -1.092 0.311 2.273
H 3.016 -0.888 -0.064
H 0.091 0.324 3.123
H -1.762 1.216 -1.964
H 0.110 0.952 -3.495
H 0.912 1.734 -2.057
H -0.248 -3.046 1.373
H 2.636 -1.303 1.346
H -0.266 -1.537 1.282
H 0.291 0.396 0.133
H 1.042 -0.007 -2.340

---

No. 7
67
Properties=species:S:1:pos:R:3 method="wB97M-V/def2-TZVPD" homo_energy_ev=-1.5 gap_ev=4.63 de_lowest_kj_mol=177.99 charge=-2 energy_ev=-176253.5895 molar_mass_da=742.139
Ge -1.443 -4.015 0.956
Ti 0.686 1.130 0.487
S 0.651 3.750 0.378
S -2.289 1.093 -4.388
S -0.869 3.175 -2.705
S 2.219 2.872 2.419
F 2.791 7.408 -1.252
F 4.502 3.856 1.585
F 1.307 6.810 0.226
F 2.816 5.358 -0.498
F 3.966 2.091 0.453
F 4.607 1.886 2.489
O 2.624 2.999 3.780
O 2.130 0.248 -0.902
O 1.631 1.487 2.113
O -0.415 0.577 -1.202
O -1.663 -0.413 1.314
O 2.421 -1.081 1.429
O -0.409 2.635 0.845
O 1.628 2.807 -0.334
O -3.261 3.414 -3.548
N 1.415 4.046 1.854
C 1.879 6.342 -1.002
C 0.287 0.128 -2.381
C -4.432 3.060 -4.268
C 3.922 2.679 1.641
C 1.682 0.649 -2.231
C -0.609 -5.278 2.327
C 3.060 -0.839 -0.799
C -2.370 -5.468 -0.124
C -2.177 2.589 -3.576
C -3.053 -3.515 2.082
C 2.577 -1.813 0.232
C 0.245 -1.087 2.548
C -0.248 -0.624 1.188
C -1.742 -0.012 -1.085
C -2.294 0.326 0.270
C 1.601 -1.753 2.406
H 2.347 0.283 -3.006
H -3.755 -2.900 1.507
H -0.219 -4.725 3.193
H -1.659 -6.022 -0.747
H -2.199 1.397 0.434
H 1.661 1.732 -2.236
H -0.207 0.516 -3.271
H 4.023 -0.424 -0.502
H -1.644 -1.095 -1.194
H -4.851 2.119 -3.913
H -0.456 -1.825 2.942
H -2.751 -2.934 2.962
H -3.348 0.060 0.290
H 1.630 -2.264 -0.080
H 0.294 -0.251 3.245
H -3.130 -5.030 -0.783
H 3.156 -1.336 -1.763
H -2.869 -6.182 0.549
H -0.140 -1.485 0.519
H 1.468 -2.794 2.106
H 0.215 -5.858 1.895
H 3.315 -2.612 0.351
H -2.365 0.384 -1.885
H -3.575 -4.421 2.423
H -1.371 -5.984 2.693
H 2.145 -1.731 3.351
H -4.226 2.954 -5.332
H 0.270 -0.966 -2.378
H -5.132 3.876 -4.097

---

No. 8
43
Properties=species:S:1:pos:R:3 method="wB97M-V/def2-TZVPD" homo_energy_ev=-9.5 gap_ev=8.51 de_lowest_kj_mol=192.23 charge=0 energy_ev=-46525.4835 smiles="CCN(Cl)S(=O)(=O)F.CCOCC.CCOCC" molar_mass_da=309.831
Cl -1.428 -4.218 -1.188
S -0.745 -1.616 -0.114
F -1.657 -0.949 -1.442
O -2.963 2.188 -4.275
O -1.011 -0.703 1.118
O 3.863 0.077 2.509
O 0.739 -1.642 -0.552
N -1.422 -3.194 0.203
C -2.136 3.099 -4.995
C -1.843 -3.520 2.688
C 1.907 1.438 1.896
C -0.972 2.426 -5.701
C 3.745 0.214 3.923
C 2.649 0.120 1.763
C -0.812 -3.860 1.421
C -2.343 1.469 -3.213
C 2.933 -0.894 4.570
C -1.816 2.365 -2.105
H -0.822 -5.043 1.278
H -2.410 -4.504 2.973
H 1.059 1.471 1.207
H 2.926 -0.020 0.714
H -0.974 2.972 -2.450
H 2.983 -0.819 5.660
H -1.788 3.901 -4.337
H -2.594 3.052 -1.760
H 2.572 2.281 1.681
H -1.223 -3.140 3.608
H -0.449 3.141 -6.342
H 4.765 0.179 4.323
H 3.346 1.200 4.179
H -2.776 3.569 -5.747
H -1.471 1.765 -1.258
H 0.281 -3.505 1.669
H 1.881 -0.839 4.279
H 3.306 -1.877 4.264
H -2.587 -2.680 2.307
H -0.247 2.027 -4.986
H 2.006 -0.724 2.030
H -1.555 0.815 -3.602
H -1.322 1.589 -6.314
H -3.112 0.811 -2.793
H 1.518 1.578 2.909